A) The following is a DFT calculation (ωB97M-V/def2-TZVPD) of a single C5H10N2 molecule.

Output
SMILES: C[C@H]1N[C@H]1[C@H]1CN1
E_HOMO, eV: -9.0
E_LUMO, eV: 1.0

Geometry (Å):
C 0.83676 -2.06020 -0.05454
C -0.26797 -1.29811 -0.73573
N -1.18573 -0.41936 -0.06288
C -0.20729 0.24188 -0.90081
C 0.43204 1.41044 -0.12072
C -0.40689 2.07551 0.93171
N 0.78135 1.31105 1.29152
H 1.34791 -1.39114 0.63629
H 1.55691 -2.34781 -0.83294
H 0.53301 -2.97740 0.46510
H -0.75850 -1.90935 -1.51652
H -2.14492 -0.42290 -0.38326
H -0.34695 0.51347 -1.95229
H 1.08102 2.08828 -0.67825
H -0.34755 3.14835 1.12419
H -1.37663 1.63677 1.16240
H 0.47342 0.40052 1.62671

B) The following is a DFT calculation (ωB97M-V/def2-TZVPD) of a single C5H10N2 molecule.

Output
E_HOMO (alpha / beta), eV: -6.8 / -6.4
E_LUMO (alpha / beta), eV: 0.8 / 0.5

Geometry (Å):
C 1.73983 0.31868 -1.74452
C 0.36761 0.71626 -1.29282
N -0.61054 -0.12146 -1.01056
C -1.50063 0.36683 -0.06901
C -1.03784 0.31818 1.35224
C -0.58280 -0.98182 1.93842
N 0.35126 0.12938 1.74229
H 2.00924 0.76928 -2.70840
H 1.85612 -0.76950 -1.83070
H 2.47837 0.67172 -1.01660
H -0.00012 1.67797 -0.91905
H -0.60137 -1.07639 -1.38311
H -2.54092 0.11304 -0.23005
H -1.56302 0.99965 2.01964
H -0.78291 -1.25920 2.97099
H -0.52749 -1.82595 1.24755
H 0.94520 -0.04666 0.93367

Which structure above is the least stable? It is B).